ORCA calculation (the ωB97M-V functional and the def2-TZVPD basis) on a 14-piece molecular cluster, C43H69N3O29S2 overall in a non-equilibrium geometry.

```
146
Properties=species:S:1:pos:R:3:lowdin_charge:R:1
C 2.368 -5.002 29.429 -0.0641
C 2.438 -3.439 29.433 -0.0703
O 1.466 -3.133 30.414 0.1220
C 0.929 -4.142 30.896 -0.7875
O 0.103 -4.121 31.712 0.1760
O 1.384 -5.255 30.440 0.1033
H 3.366 -5.229 29.803 0.1243
H 2.074 -5.194 28.397 0.1235
H 2.109 -3.108 28.448 0.1344
H 3.421 -3.166 29.818 0.1231
C 5.814 -7.756 31.083 -0.0812
C 5.745 -7.849 32.611 -0.1605
O 7.007 -8.185 32.972 0.1229
C 7.826 -7.710 32.094 -0.6366
O 9.014 -7.559 32.222 0.1438
O 7.196 -7.366 30.992 0.0876
H 5.113 -7.082 30.591 0.1196
H 5.613 -8.749 30.679 0.0979
H 4.951 -8.569 32.808 0.1051
H 5.441 -6.935 33.122 0.1275
C 8.895 -12.713 30.710 -0.0546
C 10.412 -13.015 31.109 -0.0669
O 10.478 -14.402 30.749 0.0583
C 9.525 -14.797 29.957 -0.6447
O 9.518 -15.922 29.560 0.1453
O 8.627 -13.827 29.785 0.0491
H 8.995 -11.751 30.208 0.1117
H 8.250 -12.672 31.588 0.1248
H 10.452 -12.951 32.196 0.1214
H 11.282 -12.513 30.685 0.1288
C 0.157 -7.560 35.403 -0.0859
C 1.132 -7.469 36.509 -0.1305
O 2.276 -6.911 35.919 0.0894
C 2.151 -6.730 34.620 -0.5608
O 3.067 -6.470 33.864 0.1112
O 0.937 -7.160 34.238 0.0615
H -0.749 -6.953 35.403 0.1363
H -0.159 -8.599 35.309 0.1224
H 1.237 -8.490 36.877 0.1262
H 0.900 -6.845 37.372 0.1403
C -0.426 -6.192 25.433 -0.0817
C -0.426 -7.036 26.713 -0.1734
O 0.304 -8.152 26.408 0.0292
C 0.116 -8.382 25.064 -0.4497
O 0.404 -9.486 24.497 0.0746
O -0.333 -7.252 24.468 0.0750
H 0.355 -5.432 25.455 0.1292
H -1.384 -5.672 25.462 0.1347
H -1.303 -7.637 26.954 0.1453
H -0.089 -6.557 27.632 0.1246
C -2.603 -3.996 30.426 -0.0625
C -2.937 -5.523 30.837 -0.1235
O -3.742 -5.840 29.800 0.0315
C -3.987 -4.837 28.873 -0.4794
O -4.671 -4.944 27.798 0.0631
O -3.343 -3.750 29.221 0.0610
H -1.651 -3.821 29.926 0.1107
H -2.745 -3.269 31.226 0.1304
H -3.461 -5.530 31.793 0.1306
H -2.051 -6.157 30.823 0.1268
C 5.848 -16.001 26.830 -0.1380
C 6.823 -17.231 26.680 -0.1087
O 7.725 -16.876 25.677 0.0947
C 7.452 -15.647 25.275 -0.5521
O 8.087 -15.122 24.400 0.1444
O 6.338 -15.125 25.879 0.0462
H 5.969 -15.599 27.836 0.1237
H 4.853 -16.372 26.584 0.1285
H 6.271 -18.146 26.462 0.1291
H 7.356 -17.289 27.629 0.1254
C -0.509 -11.683 33.199 -0.1151
C -1.474 -12.490 32.284 -0.0846
O -2.650 -11.706 32.462 0.0764
C -2.684 -11.093 33.625 -0.6240
O -3.621 -10.583 34.151 0.1639
O -1.433 -11.021 34.050 0.0544
H 0.002 -10.943 32.583 0.0967
H 0.342 -12.212 33.628 0.1045
H -1.633 -13.552 32.473 0.1278
H -1.024 -12.388 31.296 0.1219
C 8.169 -11.496 25.724 -0.0717
C 8.833 -10.222 26.353 -0.0882
O 8.024 -9.996 27.545 0.0154
C 7.375 -11.189 27.902 -0.5176
O 6.718 -11.398 28.866 0.1367
O 7.445 -12.069 26.841 0.0128
H 8.823 -12.309 25.407 0.1311
H 7.489 -11.082 24.979 0.1255
H 8.933 -9.299 25.783 0.1269
H 9.823 -10.364 26.789 0.1193
C 4.787 -3.343 33.289 -0.1043
C 4.089 -2.061 32.949 -0.2530
C 2.833 -1.816 33.803 -0.1802
C 2.933 -1.860 35.262 -0.2257
N 3.116 -1.902 36.428 0.1309
H 5.312 -3.272 34.242 0.0843
H 5.489 -3.607 32.499 0.0724
H 4.079 -4.170 33.246 0.0605
H 3.924 -2.192 31.880 0.0796
H 4.617 -1.114 32.835 0.1130
H 2.017 -2.526 33.669 0.1118
H 2.484 -0.798 33.626 0.1174
C 3.997 -12.898 27.700 -0.0939
C 2.893 -12.294 26.734 -0.1905
C 3.581 -11.170 25.992 -0.1965
C 3.952 -10.008 26.726 -0.2561
N 4.212 -9.101 27.302 0.1757
H 3.630 -13.837 28.113 0.0476
H 4.049 -12.261 28.583 0.0220
H 4.942 -13.253 27.289 0.0599
H 2.071 -11.945 27.358 0.1083
H 2.676 -13.127 26.065 0.1114
H 2.870 -10.920 25.204 0.1175
H 4.486 -11.575 25.539 0.1221
C 1.975 -14.892 32.423 -0.1132
C 2.569 -16.053 31.675 -0.2492
C 3.836 -15.944 30.812 -0.1714
C 5.135 -15.587 31.443 -0.2049
N 6.127 -15.302 32.021 0.1360
H 2.692 -14.617 33.196 0.0611
H 1.096 -15.179 33.001 0.0778
H 1.805 -13.938 31.926 0.0458
H 1.767 -16.208 30.954 0.1062
H 2.594 -16.969 32.265 0.1153
H 3.767 -15.197 30.021 0.0953
H 4.052 -16.960 30.481 0.1160
C 5.046 -12.186 35.392 -0.2600
S 3.878 -11.003 36.125 0.8740
O 3.636 -9.971 35.021 -0.5890
C 2.400 -12.051 35.892 -0.2518
H 6.055 -11.830 35.188 0.0594
H 4.707 -12.429 34.386 0.0395
H 5.169 -13.061 36.031 0.0556
H 2.759 -13.033 36.201 0.0403
H 2.315 -12.311 34.837 0.0294
H 1.415 -11.745 36.245 0.0599
C 4.340 -11.268 31.375 -0.2127
S 2.738 -10.840 30.516 0.9044
O 1.729 -11.688 31.330 -0.6053
C 2.518 -9.197 31.380 -0.2184
H 4.181 -10.961 32.409 0.0272
H 5.221 -10.751 30.994 0.0276
H 4.573 -12.325 31.245 0.0448
H 2.510 -9.295 32.466 0.0468
H 1.572 -8.674 31.241 0.0569
H 3.287 -8.511 31.024 0.0266
```

Properties
Frontier orbital gap ... 9.38 eV
E_HOMO ... -9.63 eV